Formula: C10H14O3
Source: OMol25
Level of theory: the ωB97M-V functional and the def2-TZVPD basis

Geometry as XYZ:
```
27
Properties=species:S:1:pos:R:3:forces:R:3
C 1.202374 -1.718859 0.032877 0.0065 -0.0936 0.1202
C -0.155486 -1.250687 0.476879 -0.2028 -0.0941 0.0241
C 1.985657 -0.770074 -0.844713 -0.1210 0.0875 -0.1343
C -4.282260 0.428049 -0.696788 0.0444 -0.2268 -0.1543
C 1.221008 0.438420 -1.313322 0.0676 0.1620 0.0226
C -0.509393 0.033717 0.406846 0.3518 -0.3613 -0.1633
C 0.425392 1.080236 -0.168402 -0.1629 0.1445 0.0235
C -1.026228 -2.355427 1.010786 0.1076 0.2891 -0.0127
C 1.390800 1.553412 0.927135 -0.1504 0.0394 -0.0863
C -0.364953 2.277509 -0.695686 0.0330 -0.0864 0.0365
O 3.129132 -0.989103 -1.161038 0.0593 -0.0409 0.0549
O -3.944901 -0.532576 -1.180853 -0.0762 0.2253 0.1072
O -1.704286 0.537399 0.837513 -0.0424 0.1006 0.1357
H 1.824713 -1.957484 0.904274 0.0383 -0.0354 -0.0879
H 1.099222 -2.661219 -0.518521 0.0798 0.0290 -0.0200
H 1.915349 1.156003 -1.753952 0.0126 -0.0490 -0.0024
H 0.527924 0.103531 -2.092186 -0.0289 0.0191 -0.0038
H -1.937076 -1.994939 1.485314 -0.1095 -0.0989 0.0701
H -0.478394 -2.942570 1.749098 -0.0387 -0.0465 0.0603
H -1.314104 -3.027394 0.202026 -0.0660 -0.0927 -0.0215
H 0.830753 1.956258 1.771583 0.0371 0.0009 0.0360
H 2.043626 2.335499 0.537133 0.0442 0.0168 0.0167
H 2.009549 0.729770 1.277534 0.0835 -0.0256 0.1204
H 0.318805 3.041578 -1.065122 0.0310 0.0024 -0.0413
H -0.969604 2.704453 0.100906 -0.0279 0.0928 -0.0341
H -1.027547 1.979380 -1.507543 -0.0623 0.0209 -0.0435
H -2.210077 -0.154888 1.278220 0.0924 0.0208 -0.0230
```
Forces are in eV/Å.

## Properties
Calculated total energy = -16739.21271 eV
Energy above the lowest of the compared OMol25 structures with the same formula, charge and spin = 0.00 kcal per mole
Orbital gap = 9.23 eV
Charge = 0
LUMO energy = 0.64 eV
HOMO level = -8.6 eV
Strongest force on any atom = 0.5 eV Å⁻¹